Molecular formula: C6H12S
Method: DFT, the ωB97M-V functional and the def2-TZVPD basis

Element x y z (Å)
C1 2.403 -0.382 -1.392
C2 1.782 0.587 -0.440
C3 -0.831 1.545 1.086
C4 -0.639 -0.951 0.715
C5 -1.127 0.729 -1.124
C6 -0.430 0.433 0.103
S1 3.051 -0.286 0.324
H1 1.905 -1.293 -1.584
H2 2.997 0.114 -2.137
H3 1.828 1.623 -0.675
H4 -1.523 2.153 0.602
H5 -0.027 2.219 1.417
H6 -1.298 1.156 2.023
H7 0.408 -1.390 0.860
H8 -1.157 -0.929 1.686
H9 -1.222 -1.585 0.095
H10 -0.599 1.614 -1.448
H11 -2.233 0.731 -1.132
H12 -0.856 -0.130 -1.921

Output
Net charge = 0
HOMO level = -7.95 eV
Relative energy (zero: lowest compared OMol25 entry of this formula, charge and spin) = 342.85 kJ/mol
E_tot = -633.854070 Eh

Formally, the Löwdin partial charges of the atoms, in units of the elementary charge, are as follows: -0.4098 -0.5554 -0.0736 -0.0757 -0.1385 -0.4229 0.8082 0.0472 0.0613 0.0512 0.0387 0.0820 0.0857 0.0759 0.0704 0.0540 0.0753 0.0995 0.1265



Molecular formula: C6H14Cl
Method: DFT, the ωB97M-V functional and the def2-TZVPD basis

Element x y z (Å)
Cl1 -1.937 5.726 -1.327
H1 -1.157 4.964 -0.592
C1 -1.929 0.400 0.418
C2 -0.673 0.035 1.090
C3 0.405 -0.656 0.207
C4 -0.186 -2.006 -0.173
C5 1.816 -0.964 0.744
C6 0.715 0.020 -1.116
H2 -2.120 1.484 0.600
H3 -1.891 0.368 -0.655
H4 -0.384 1.019 1.524
H5 -0.797 -0.538 2.027
H6 -1.121 -1.947 -0.719
H7 0.573 -2.461 -0.796
H8 -0.389 -2.656 0.676
H9 2.537 -0.140 0.794
H10 1.886 -1.470 1.701
H11 2.186 -1.654 -0.037
H12 1.122 1.022 -1.017
H13 1.489 -0.600 -1.573
H14 -0.144 0.053 -1.776

Output
Net charge = 0
HOMO level (alpha / beta) = -8.78 / -10.87 eV
Spin multiplicity = 2
Relative energy (zero: lowest compared OMol25 entry of this formula, charge and spin) = 113.63 kJ/mol
E_tot = -697.094046 Eh

Formally, the Löwdin partial charges of the atoms, in units of the elementary charge, are as follows: 0.2266 -0.2279 0.0243 -0.2483 -0.6017 -0.0778 -0.0642 -0.0783 0.0582 0.0313 0.1117 0.1186 0.0823 0.0752 0.0905 0.0844 0.0774 0.0755 0.0878 0.0812 0.0733



Molecular formula: C6H7Cl3Si2
Method: DFT, the ωB97M-V functional and the def2-TZVPD basis

Element x y z (Å)
C1 -0.562 -1.830 0.530
C2 -0.137 -0.985 1.507
C3 -0.589 -1.533 -0.778
C4 0.346 0.172 1.137
C5 -0.294 -0.267 -1.169
C6 0.192 0.613 -0.208
Si1 0.489 2.372 -0.701
Si2 3.948 -0.354 0.170
Cl1 5.497 -1.764 0.635
Cl2 4.583 1.503 1.062
Cl3 4.174 -0.101 -1.898
H1 -0.763 -2.867 0.774
H2 -0.012 -1.293 2.533
H3 -0.819 -2.339 -1.505
H4 0.868 0.793 1.891
H5 -0.311 0.002 -2.200
H6 1.921 2.737 -0.599
H7 -0.227 3.339 -1.515

Output
Net charge = 0
HOMO level (alpha / beta) = -9.37 / -6.92 eV
Relative energy (zero: lowest compared OMol25 entry of this formula, charge and spin) = 328.37 kJ/mol
E_tot = -2192.390069 Eh

Formally, the Löwdin partial charges of the atoms, in units of the elementary charge, are as follows: -0.1077 -0.1213 -0.1071 -0.1660 -0.1330 -0.4292 0.7450 -0.3646 0.1125 0.1063 0.1522 0.1130 0.1182 0.1265 0.1162 0.0920 -0.1219 -0.1311



Repeat the third record exactly.
Molecular formula: C6H7Cl3Si2
Method: DFT, the ωB97M-V functional and the def2-TZVPD basis

Element x y z (Å)
C1 -0.562 -1.830 0.530
C2 -0.137 -0.985 1.507
C3 -0.589 -1.533 -0.778
C4 0.346 0.172 1.137
C5 -0.294 -0.267 -1.169
C6 0.192 0.613 -0.208
Si1 0.489 2.372 -0.701
Si2 3.948 -0.354 0.170
Cl1 5.497 -1.764 0.635
Cl2 4.583 1.503 1.062
Cl3 4.174 -0.101 -1.898
H1 -0.763 -2.867 0.774
H2 -0.012 -1.293 2.533
H3 -0.819 -2.339 -1.505
H4 0.868 0.793 1.891
H5 -0.311 0.002 -2.200
H6 1.921 2.737 -0.599
H7 -0.227 3.339 -1.515

Output
Net charge = 0
HOMO level (alpha / beta) = -9.37 / -6.92 eV
Relative energy (zero: lowest compared OMol25 entry of this formula, charge and spin) = 328.37 kJ/mol
E_tot = -2192.390069 Eh

Formally, the Löwdin partial charges of the atoms, in units of the elementary charge, are as follows: -0.1077 -0.1213 -0.1071 -0.1660 -0.1330 -0.4292 0.7450 -0.3646 0.1125 0.1063 0.1522 0.1130 0.1182 0.1265 0.1162 0.0920 -0.1219 -0.1311



net charge of number 3 (C6H7Cl3Si2)?
0



Please write out number 1 again, unchanged.
Molecular formula: C6H12S
Method: DFT, the ωB97M-V functional and the def2-TZVPD basis

Element x y z (Å)
C1 2.403 -0.382 -1.392
C2 1.782 0.587 -0.440
C3 -0.831 1.545 1.086
C4 -0.639 -0.951 0.715
C5 -1.127 0.729 -1.124
C6 -0.430 0.433 0.103
S1 3.051 -0.286 0.324
H1 1.905 -1.293 -1.584
H2 2.997 0.114 -2.137
H3 1.828 1.623 -0.675
H4 -1.523 2.153 0.602
H5 -0.027 2.219 1.417
H6 -1.298 1.156 2.023
H7 0.408 -1.390 0.860
H8 -1.157 -0.929 1.686
H9 -1.222 -1.585 0.095
H10 -0.599 1.614 -1.448
H11 -2.233 0.731 -1.132
H12 -0.856 -0.130 -1.921

Output
Net charge = 0
HOMO level = -7.95 eV
Relative energy (zero: lowest compared OMol25 entry of this formula, charge and spin) = 342.85 kJ/mol
E_tot = -633.854070 Eh

Formally, the Löwdin partial charges of the atoms, in units of the elementary charge, are as follows: -0.4098 -0.5554 -0.0736 -0.0757 -0.1385 -0.4229 0.8082 0.0472 0.0613 0.0512 0.0387 0.0820 0.0857 0.0759 0.0704 0.0540 0.0753 0.0995 0.1265